No. 1
Computed, not measured: one molecule with the formula C7H12S4 at a distorted geometry, with the ωB97M-V functional and the def2-TZVPD basis.

Computed properties:
HOMO-LUMO gap = 0.3150 hartree
SMILES string = C1CSC2(SC1)SCCCS2
Highest occupied orbital energy = -0.2915 Eh
E = -1866.60038 Ha

The geometry in ORCA input format:
```
! RIJCOSX wB97M-V def2-TZVPD def2/J DEFGRID3
* xyz 0 1
C -0.045 -3.207 -0.660
C 0.510 -2.837 0.833
S -0.589 -1.634 1.541
C -0.498 -0.155 0.442
S -0.852 -0.715 -1.248
C 0.294 -2.111 -1.682
S -1.799 0.945 1.104
C -1.400 2.723 0.730
C 0.099 3.102 0.786
C 0.901 2.333 -0.310
S 1.216 0.708 0.306
H 0.502 -4.112 -1.077
H -1.061 -3.501 -0.678
H 1.582 -2.398 0.793
H 0.491 -3.663 1.542
H 0.211 -2.599 -2.692
H 1.235 -1.729 -1.753
H -1.736 2.997 -0.189
H -1.841 3.292 1.598
H 0.444 3.032 1.866
H 0.137 4.220 0.561
H 1.868 2.916 -0.590
H 0.330 2.393 -1.225
*
```



No. 2
Computed, not measured: one molecule with the formula C7H12Si at a distorted geometry, with the ωB97M-V functional and the def2-TZVPD basis.

Computed properties:
HOMO-LUMO gap = 0.3344 hartree
SMILES string = C=C1C=C1[Si](C)(C)C
Highest occupied orbital energy = -0.3041 Eh
E = -563.27894 Ha

The geometry in ORCA input format:
```
! RIJCOSX wB97M-V def2-TZVPD def2/J DEFGRID3
* xyz 0 1
C 3.266 0.108 1.073
C 2.558 0.167 -0.039
C 2.182 0.014 -1.402
C 1.040 0.149 -0.708
Si -0.766 0.013 -0.192
C -0.724 -0.906 1.537
C -1.826 -1.025 -1.389
C -1.532 1.848 -0.055
H 2.592 -0.020 1.961
H 4.309 0.261 1.051
H 2.511 0.111 -2.384
H -1.098 -0.314 2.360
H -1.323 -1.837 1.534
H 0.264 -1.214 1.725
H -2.816 -1.164 -0.880
H -2.103 -0.477 -2.168
H -1.439 -1.958 -1.781
H -2.089 1.839 0.937
H -0.782 2.533 -0.251
H -2.221 1.871 -0.928
*
```



No. 3
Computed, not measured: C7H13AsF3INO2 as an isolated structure at a distorted geometry, with the ωB97M-V functional and the def2-TZVPD basis.

Computed properties:
HOMO-LUMO gap = 0.2943 hartree
Highest occupied orbital energy = -0.1862 Eh
E = -3312.85843 Ha

The geometry in ORCA input format:
```
! RIJCOSX wB97M-V def2-TZVPD def2/J DEFGRID3
* xyz -1 1
C 1.453 -2.458 0.553
C 2.112 -1.199 0.079
O 3.334 -1.146 0.000
N 1.282 -0.179 -0.343
C 2.044 0.784 -1.079
C 2.860 1.823 -0.376
O 2.019 0.751 -2.294
As -0.082 0.573 0.931
I 1.571 0.544 3.064
C -1.432 0.638 -0.589
C -2.870 0.471 -0.098
C -3.580 -0.725 -0.667
F -4.946 -0.591 -0.564
F -3.331 -0.941 -1.989
F -3.268 -1.880 -0.009
H 0.765 -2.826 -0.197
H 0.888 -2.298 1.462
H 2.215 -3.195 0.747
H 3.144 1.538 0.624
H 2.248 2.715 -0.285
H 3.712 2.088 -0.979
H -0.533 -0.867 1.273
H -1.153 1.148 1.929
H 0.387 2.011 0.601
H -1.322 1.594 -1.082
H -1.142 -0.138 -1.279
H -2.921 0.439 0.984
H -3.454 1.326 -0.415
*
```



No. 4
Computed, not measured: one molecule with the formula C7H13B at a distorted geometry, with the ωB97M-V functional and the def2-TZVPD basis.

Computed properties:
HOMO-LUMO gap = 0.3883 hartree
SMILES string = B[C@H]1C[C@H]2CC[C@@H]1C2
Highest occupied orbital energy = -0.3699 Eh
E = -299.26406 Ha

The geometry in ORCA input format:
```
! RIJCOSX wB97M-V def2-TZVPD def2/J DEFGRID3
* xyz 0 1
B 0.288 -0.183 -2.401
C 0.862 -0.193 -0.959
C 0.763 1.236 -0.261
C 0.202 0.981 1.125
C -1.314 0.604 0.913
C -1.295 -0.859 0.279
C 0.192 -1.085 0.117
C 0.807 -0.480 1.412
H -0.366 -1.174 -2.930
H 0.765 0.684 -3.011
H 1.803 -0.664 -1.191
H 1.692 1.852 -0.450
H -0.040 1.753 -0.675
H 0.302 1.746 1.804
H -2.062 1.258 0.562
H -1.524 0.453 1.933
H -1.771 -1.586 0.829
H -1.581 -0.914 -0.757
H 0.271 -2.099 -0.250
H 1.800 -0.525 1.719
H 0.207 -0.802 2.191
*
```